2 unconnected molecules or ions with the total composition C2H8OS in a non-equilibrium geometry, computed with ωB97M-V with the def2-TZVPD basis set.

Structure (XYZ):
```
12
Properties=species:S:1:pos:R:3:forces:R:3:nbo_charge:R:1
S 0.08520 -1.06449 -0.69694 -0.293 3.068 0.880 0.103
O 1.78734 -0.72591 1.89503 -0.025 0.066 -0.252 -0.947
C 0.39564 0.86254 0.00622 0.333 -2.233 -1.220 -0.642
C -1.60956 -0.49454 -0.96938 -0.339 0.468 -1.285 -0.742
H 2.65080 -0.43938 1.58065 0.065 -0.081 0.156 0.457
H -1.60871 0.14683 -1.85841 0.105 -0.254 -0.153 0.208
H 0.07118 1.52921 -0.78531 -0.050 -0.092 0.001 0.218
H -2.31568 -1.29255 -1.19275 0.066 -0.075 0.456 0.231
H -0.18193 0.92876 0.91847 -0.077 0.046 0.009 0.220
H -1.93650 0.21434 -0.21291 -0.223 -0.677 0.527 0.215
H 1.20476 -0.60021 1.11776 0.443 -0.637 0.989 0.467
H 1.45747 0.93541 0.19757 -0.004 0.401 -0.108 0.212
```
Positions in Å, forces in eV/Å.

Summary:
- electronic energy (Ha) = -554.3734
- energy above the lowest of the compared OMol25 structures with the same formula, charge and spin (kcal/mol) = 27.9
- HOMO energy (eV) = -9.04
- LUMO energy (eV) = 0.57
- SMILES = CSC.O